Record 1
Formula: C2H3NO
Source: the OMol25 dataset
Level of theory: ωB97M-V with the def2-TZVPD basis set

Values from the calculation:
Energy relative to the best compared isomer or geometry (same formula, charge and spin)   608.6 kJ/mol
Total energy   -207.7659 Ha
Kohn-Sham gap (alpha / beta)   0.2437 / 0.2436 Ha
LUMO energy (alpha / beta)   -2.76 / -2.77 eV
HOMO level (alpha / beta)   -0.3451 / -0.3453 Eh

Last columns: bonded neighbours and bond lengths (Å).
Geometry (Å):
1 C -1.04 0.35 0.16  O3 1.219, C7 1.223
2 H 2.51 0.52 0.39  N4 1.063
3 O -0.09 1.12 0.15  C1 1.219
4 N 1.68 -0.12 0.24  H2 1.063, H5 1.002
5 H 1.49 -0.41 -0.70  N4 1.002
6 H -2.59 -1.00 -0.47  C7 1.096
7 C -1.95 -0.46 0.23  C1 1.223, H6 1.096

Atomic partial charges in e from the Mulliken method, atoms 1 to 2:
1. C 0.586
2. H 0.256

---

Record 2
Formula: C6H13NO4S
Source: the OMol25 dataset
Level of theory: ωB97M-V with the def2-TZVPD basis set

Values from the calculation:
Energy relative to the best compared isomer or geometry (same formula, charge and spin)   105.6 kJ/mol
Total energy   -990.2687 Ha
Kohn-Sham gap   0.3486 Ha
LUMO energy   0.49 eV
SMILES   CCCN[C@@H](C(=O)O)C(O)(O)S
HOMO level   -0.3304 Eh

Last columns: bonded neighbours and bond lengths (Å).
Geometry (Å):
1 C 0.26 0.82 -2.49  C5 1.541, O17 1.332, O19 1.192
2 C 0.56 -0.44 1.03  H7 1.070, N8 1.469, H22 1.163, C23 1.533
3 C -1.60 1.35 -0.84  O4 1.354, C5 1.610, O9 1.405, S24 1.859
4 O -2.33 0.35 -1.39  C3 1.354, H14 0.950
5 C -0.08 0.86 -0.99  C1 1.541, C3 1.610, N8 1.451, H15 1.145
6 H -1.15 2.79 -2.58  S24 1.351
7 H -0.21 -0.39 1.77  C2 1.070
8 N 0.07 -0.44 -0.35  C2 1.469, C5 1.451, H10 1.037
9 O -1.85 1.37 0.54  C3 1.405, H18 0.942
10 H -0.75 -1.05 -0.51  N8 1.037
11 H 0.44 -2.41 1.54  C23 0.995
12 H 0.43 -1.03 -2.24  O17 0.982
13 C 1.97 -1.58 2.78  H20 1.164, H21 1.127, C23 1.532, H25 1.102
14 H -3.20 0.69 -1.59  O4 0.950
15 H 0.58 1.51 -0.32  C5 1.145
16 H 1.83 -2.19 0.69  C23 1.102
17 O 0.57 -0.39 -2.97  C1 1.332, H12 0.982
18 H -2.71 1.54 0.90  O9 0.942
19 O 0.01 1.85 -3.04  C1 1.192
20 H 2.33 -2.66 3.00  C13 1.164
21 H 2.93 -0.99 2.68  C13 1.127
22 H 1.45 0.31 1.05  C2 1.163
23 C 1.19 -1.76 1.48  C2 1.533, H11 0.995, C13 1.532, H16 1.102
24 S -2.17 2.90 -1.70  C3 1.859, H6 1.351
25 H 1.40 -1.01 3.53  C13 1.102

Atomic partial charges in e from the Mulliken method, atoms 1 to 2:
1. C 0.253
2. C -0.568

---

Record 3
Formula: C41H108O13
Source: the OMol25 dataset
Level of theory: ωB97M-V with the def2-TZVPD basis set

Values from the calculation:
Energy relative to the best compared isomer or geometry (same formula, charge and spin)   77.6 kJ/mol
Total energy   -2604.8633 Ha
Kohn-Sham gap   0.3510 Ha
LUMO energy   0.54 eV
HOMO level   -0.3312 Eh

Last columns: bonded neighbours and bond lengths (Å).
Geometry (Å):
1 H 2.50 4.84 2.83  C121 1.088
2 O -0.52 1.63 -0.36  H57 0.966, C155 1.431
3 O -4.07 3.27 0.89  C11 1.410, H78 0.977
4 H -0.95 -0.48 1.24  C19 1.093
5 O -0.90 -1.50 4.89  C41 1.409, C105 1.406
6 C 3.34 -0.36 2.43  C26 1.509, H132 1.091, H134 1.093, H136 1.097
7 H -4.14 2.89 -2.59  C33 1.091
8 O 4.69 -0.91 -0.03  H80 0.964, C112 1.429
9 H 1.53 -2.15 -5.96  C63 1.096
10 O 1.20 2.70 -4.45  C39 1.418, C88 1.428
11 C -3.37 2.14 0.43  O3 1.410, H38 1.098, H65 1.097, C150 1.520
12 C 2.59 3.61 -1.45  O64 1.420, H108 1.091, H117 1.098, C145 1.513
13 C 1.41 0.30 0.24  H53 1.094, H66 1.090, H133 1.095, C155 1.523
14 H 2.37 -0.42 -4.21  C96 1.090
15 H -0.19 -2.92 1.33  C56 1.092
16 H -1.40 5.17 1.17  C47 1.089
17 H -5.24 -2.73 0.19  C157 1.091
18 H 2.11 2.44 2.63  C160 1.096
19 C -0.94 -0.65 0.16  H4 1.093, H110 1.090, H147 1.088, C155 1.521
20 H -1.18 -2.19 -5.81  C54 1.086
21 H -2.71 -1.14 -2.56  C115 1.098
22 C 0.14 4.87 -4.64  H36 1.088, H48 1.094, H51 1.091, C88 1.518
23 C 6.64 -0.39 1.27  H35 1.095, H77 1.093, C112 1.531, H127 1.089
24 H 1.18 3.18 -2.72  O64 0.981
25 H -2.75 1.10 -1.71  C67 1.093
26 C 3.85 -1.74 2.11  C6 1.509, O50 1.427, H58 1.092, H106 1.095
27 H -3.26 0.02 0.86  C150 1.094
28 H -0.92 4.17 -0.18  C47 1.091
29 H -1.79 2.83 4.28  C137 1.089
30 O 0.78 3.23 4.06  C123 1.418, C160 1.421
31 H -2.26 -1.43 6.46  C41 1.097
32 H 3.27 1.06 -4.36  C96 1.093
33 C -3.09 2.83 -2.90  H7 1.091, H52 1.094, C67 1.524, H89 1.091
34 H 1.31 -3.94 -6.08  C63 1.094
35 H 7.07 -1.39 1.14  C23 1.095
36 H -0.71 5.41 -5.05  C22 1.088
37 H 2.10 -4.39 -3.83  C135 1.095
38 H -2.32 2.17 0.73  C11 1.098
39 C 1.13 1.30 -4.71  O10 1.418, H42 1.097, H59 1.096, C96 1.510
40 H -0.20 -4.85 3.64  C144 1.097
41 C -1.74 -2.14 5.81  O5 1.409, H31 1.097, C99 1.515, H120 1.103
42 H 0.20 0.87 -4.32  C39 1.097
43 O -3.22 0.57 -3.63  C67 1.413, C115 1.404
44 H 0.12 3.24 -6.11  C88 1.093
45 H -0.95 -3.82 -6.30  C54 1.096
46 H 3.97 3.86 3.26  C121 1.094
47 C -1.05 5.21 0.14  H16 1.089, H28 1.091, C81 1.527, H128 1.090
48 H 1.05 5.34 -5.01  C22 1.094
49 C -3.45 -3.78 0.68  H61 1.096, O70 1.434, H126 1.096, C157 1.511
50 O 3.69 -2.60 3.24  C26 1.427, H118 0.976
51 H 0.20 4.99 -3.56  C22 1.091
52 H -2.58 3.55 -2.26  C33 1.094
53 H 1.82 -0.72 0.24  C13 1.094
54 C -0.48 -2.83 -6.35  H20 1.086, H45 1.096, C63 1.526, H104 1.089
55 H -1.66 -3.74 7.27  C99 1.091
56 C -0.70 -3.66 1.94  H15 1.092, H60 1.092, H114 1.089, C144 1.537
57 H 0.03 2.27 -0.83  O2 0.966
58 H 4.91 -1.70 1.86  C26 1.092
59 H 1.14 1.05 -5.78  C39 1.096
60 H -1.44 -3.11 2.54  C56 1.092
61 H -2.39 -3.89 0.41  C49 1.096
62 H 1.87 -4.38 1.42  C140 1.094
63 C 0.89 -3.00 -5.70  H9 1.096, H34 1.094, C54 1.526, O162 1.417
64 O 1.22 3.46 -1.78  C12 1.420, H24 0.981
65 H -3.39 2.11 -0.67  C11 1.097
66 H 1.34 0.71 1.24  C13 1.090
67 C -2.54 1.42 -2.73  H25 1.093, C33 1.524, O43 1.413, H146 1.096
68 H -2.40 -0.73 3.70  C105 1.100
69 C -3.44 -6.09 1.09  O70 1.413, H86 1.096, H92 1.098, C109 1.511
70 O -4.14 -5.02 0.50  C49 1.434, C69 1.413
71 C 5.22 1.36 0.09  H82 1.092, C112 1.523, H116 1.090, H124 1.088
72 H -1.52 4.59 4.45  C137 1.091
73 H 6.47 -0.12 -0.85  C112 1.095
74 H -3.34 -1.33 -5.53  C159 1.092
75 H 0.30 -2.63 4.11  O143 0.978
76 C 1.52 -3.16 -2.13  H91 1.091, H130 1.093, C135 1.513, H154 1.090
77 H 7.50 0.28 1.39  C23 1.093
78 H -3.70 4.06 0.46  O3 0.977
79 H -4.46 -7.59 -0.07  C109 1.090
80 H 5.02 -1.81 -0.15  O8 0.964
81 C -1.98 5.99 -0.78  C47 1.527, O94 1.429, H122 1.096, H141 1.091
82 H 4.50 1.40 0.91  C71 1.092
83 H -1.76 0.37 4.95  C105 1.094
84 H -0.16 2.95 2.24  C123 1.097
85 H 2.70 -2.71 -3.91  C135 1.093
86 H -2.47 -6.24 0.59  C69 1.096
87 H -1.68 -0.80 -3.94  C115 1.102
88 C 0.09 3.40 -5.03  O10 1.428, C22 1.518, H44 1.093, H119 1.097
89 H -3.02 3.21 -3.92  C33 1.091
90 H -0.18 -0.73 2.55  C158 1.093
91 H 0.62 -3.71 -1.86  C76 1.091
92 H -3.23 -5.90 2.15  C69 1.098
93 H -4.59 -1.52 -4.31  C159 1.092
94 O -3.30 5.50 -0.52  C81 1.429, H129 0.963
95 H -1.07 0.79 2.46  C158 1.090
96 C 2.30 0.65 -4.03  H14 1.090, H32 1.093, C39 1.510, H161 1.093
97 H -3.83 -1.75 0.11  C157 1.092
98 H 2.24 3.12 0.60  C145 1.094
99 C -1.01 -3.24 6.55  C41 1.515, H55 1.091, H102 1.088, H103 1.091
100 H 0.32 0.60 3.53  C158 1.093
101 H 3.79 3.92 0.34  C145 1.090
102 H -0.62 -3.99 5.87  C99 1.088
103 H -0.20 -2.86 7.18  C99 1.091
104 H -0.42 -2.58 -7.41  C54 1.089
105 C -1.50 -0.41 4.23  O5 1.406, H68 1.100, H83 1.094, C158 1.517
106 H 3.33 -2.21 1.26  C26 1.095
107 H -3.71 -8.17 1.43  C109 1.092
108 H 3.16 2.74 -1.77  C12 1.091
109 C -4.27 -7.35 0.98  C69 1.511, H79 1.090, H107 1.092, H149 1.089
110 H -1.93 -0.37 -0.20  C19 1.090
111 H -4.08 0.93 2.06  C150 1.093
112 C 5.82 -0.04 0.03  O8 1.429, C23 1.531, C71 1.523, H73 1.095
113 H -4.91 0.56 0.53  C150 1.089
114 H -1.13 -4.47 1.35  C56 1.089
115 C -2.72 -0.74 -3.58  H21 1.098, O43 1.404, H87 1.102, C159 1.518
116 H 5.97 2.12 0.29  C71 1.090
117 H 2.98 4.49 -1.98  C12 1.098
118 H 2.74 -2.84 3.28  O50 0.976
119 H -0.84 2.99 -4.63  C88 1.097
120 H -2.58 -2.60 5.27  C41 1.103
121 C 2.96 4.18 3.56  H1 1.088, H46 1.094, H152 1.088, C160 1.533
122 H -1.69 5.71 -1.80  C81 1.096
123 C -0.16 3.66 3.08  O30 1.418, H84 1.097, C137 1.518, H151 1.096
124 H 4.69 1.55 -0.84  C71 1.088
125 H 0.98 -5.90 1.69  C140 1.090
126 H -3.47 -3.58 1.76  C49 1.096
127 H 6.07 -0.42 2.20  C23 1.089
128 H -0.06 5.65 0.13  C47 1.090
129 H -3.92 6.15 -0.87  O94 0.963
130 H 2.29 -3.47 -1.43  C76 1.093
131 H -2.30 3.96 3.04  C137 1.094
132 H 3.69 -0.02 3.41  C6 1.091
133 H 2.18 0.85 -0.31  C13 1.095
134 H 3.52 0.40 1.66  C6 1.093
135 C 1.87 -3.35 -3.59  H37 1.095, C76 1.513, H85 1.093, O162 1.434
136 H 2.25 -0.35 2.56  C6 1.097
137 C -1.51 3.74 3.76  H29 1.089, H72 1.091, C123 1.518, H131 1.094
138 H -4.17 -2.96 -1.20  C157 1.087
139 H 2.46 2.23 4.37  C160 1.092
140 C 1.40 -5.02 2.18  H62 1.094, H125 1.090, C144 1.514, H156 1.091
141 H -1.88 7.07 -0.68  C81 1.091
142 H 0.13 0.19 -1.55  C155 1.100
143 O 0.95 -3.16 3.62  H75 0.978, C144 1.422
144 C 0.34 -4.23 2.92  H40 1.097, C56 1.537, C140 1.514, O143 1.422
145 C 2.74 3.90 0.02  C12 1.513, H98 1.094, H101 1.090, H153 1.089
146 H -1.46 1.42 -2.90  C67 1.096
147 H -0.70 -1.68 -0.08  C19 1.088
148 H -3.25 -2.69 -4.39  C159 1.089
149 H -5.23 -7.26 1.48  C109 1.089
150 C -3.97 0.85 0.98  C11 1.520, H27 1.094, H111 1.093, H113 1.089
151 H 0.07 4.67 2.73  C123 1.096
152 H 3.05 4.66 4.53  C121 1.088
153 H 2.31 4.84 0.36  C145 1.089
154 H 1.31 -2.11 -1.92  C76 1.090
155 C 0.06 0.32 -0.46  O2 1.431, C13 1.523, C19 1.521, H142 1.100
156 H 2.22 -5.38 2.80  C140 1.091
157 C -4.20 -2.75 -0.14  H17 1.091, C49 1.511, H97 1.092, H138 1.087
158 C -0.57 0.10 3.14  H90 1.093, H95 1.090, H100 1.093, C105 1.517
159 C -3.52 -1.64 -4.50  H74 1.092, H93 1.092, C115 1.518, H148 1.089
160 C 2.09 2.92 3.61  H18 1.096, O30 1.421, C121 1.533, H139 1.092
161 H 2.27 0.86 -2.95  C96 1.093
162 O 0.66 -3.05 -4.31  C63 1.417, C135 1.434

Atomic partial charges in e from the Mulliken method, atoms 1 to 2:
1. H 0.229
2. O 2.464

---

> What is the formula in the third record?

C41H108O13

---

Repeat the first record exactly.
Formula: C2H3NO
Source: the OMol25 dataset
Level of theory: ωB97M-V with the def2-TZVPD basis set

Values from the calculation:
Energy relative to the best compared isomer or geometry (same formula, charge and spin)   608.6 kJ/mol
Total energy   -207.7659 Ha
Kohn-Sham gap (alpha / beta)   0.2437 / 0.2436 Ha
LUMO energy (alpha / beta)   -2.76 / -2.77 eV
HOMO level (alpha / beta)   -0.3451 / -0.3453 Eh

Last columns: bonded neighbours and bond lengths (Å).
Geometry (Å):
1 C -1.04 0.35 0.16  O3 1.219, C7 1.223
2 H 2.51 0.52 0.39  N4 1.063
3 O -0.09 1.12 0.15  C1 1.219
4 N 1.68 -0.12 0.24  H2 1.063, H5 1.002
5 H 1.49 -0.41 -0.70  N4 1.002
6 H -2.59 -1.00 -0.47  C7 1.096
7 C -1.95 -0.46 0.23  C1 1.223, H6 1.096

Atomic partial charges in e from the Mulliken method, atoms 1 to 2:
1. C 0.586
2. H 0.256